Entry 1:
52
Properties=species:S:1:pos:R:3:forces:R:3 method="wB97M-V/def2-TZVPD" lumo_energy_ev="4.52 / 4.52" charge=-2 homo_energy_ev="2.12 / 2.12" orbital_gap_ev="2.40 / 2.40"
Y 0.06530 -0.15448 -0.30443 -0.169 -1.146 -1.650
O 0.19029 -1.97220 -1.43096 -0.612 1.683 -0.200
O -0.01791 -0.57468 1.83537 -0.312 -1.435 2.432
O 0.21792 1.42126 3.35659 -0.040 -0.686 0.322
O -0.43232 -2.62514 2.68209 0.075 0.333 0.277
C 0.07424 0.57653 4.39593 0.050 -0.071 -0.321
C 0.46931 -2.48561 -2.71122 -0.116 -0.232 0.985
C -2.45200 0.44947 0.33779 -0.048 0.603 -0.649
C -0.23979 -1.63417 5.33007 0.037 0.334 0.219
C -1.75994 -0.44841 -4.66874 0.275 -0.048 0.184
C 0.50769 0.75784 -4.59728 -0.176 -0.075 -0.049
C -1.64724 1.49460 -1.56549 -0.538 -0.174 0.731
C -1.19734 2.23273 -0.43008 -1.086 -0.506 0.070
C 1.81188 1.57099 -1.16778 0.940 -0.527 0.317
C 2.35020 0.55548 0.83958 0.739 0.449 -0.919
C -2.42568 0.38463 -1.09004 -0.026 0.798 0.405
C -0.20049 -1.43588 2.83379 0.131 0.406 -1.591
C -0.20346 -1.08932 6.61794 0.026 0.048 -0.166
C -1.68732 1.58716 0.74375 -0.597 0.327 -0.787
C -0.03264 0.29309 6.78855 -0.017 -0.207 -0.178
C 0.10961 1.12667 5.68670 -0.052 -0.432 -0.003
C -0.10737 -0.82689 4.19932 0.004 0.756 0.741
C 2.71711 -0.33773 -0.21373 0.070 0.931 -0.120
C 0.33037 -1.73034 -4.15427 0.041 -0.063 -0.187
C 2.38998 0.29081 -1.45715 0.402 0.655 0.687
C -0.29329 -0.47071 -4.58658 0.631 -0.910 1.437
C 1.79518 1.73254 0.25411 0.835 -0.394 -0.199
H -0.37666 -2.70358 5.17358 0.014 0.247 0.000
H 1.51917 -2.79191 -2.64393 0.339 -0.263 -0.440
H 2.64552 -0.08403 -2.44652 -0.436 -0.037 0.314
H -0.66716 3.17858 -0.45703 0.094 -0.275 -0.005
H -2.96899 -0.32692 -1.71250 0.400 0.149 0.174
H -1.55075 1.80787 -2.60218 0.260 -0.333 0.254
H -0.01000 0.72553 7.78910 -0.003 -0.132 -0.161
H 0.54952 1.22365 -5.59231 0.131 0.576 -0.387
H -2.17776 -1.27048 -4.06736 -0.244 0.322 -0.006
H -0.30959 -1.74355 7.48215 0.020 0.162 -0.139
H -2.14046 0.51594 -4.32004 -0.543 0.147 0.126
H -3.03420 -0.18826 1.00002 0.346 -0.018 -0.167
H -0.12855 -3.40300 -2.78053 -0.042 -0.230 -0.337
H 1.37883 -1.66377 -4.49029 0.039 -0.436 -0.107
H 0.25003 2.20211 5.77950 -0.041 -0.227 0.013
H 1.52726 2.63461 0.79753 -0.189 -0.292 -0.116
H 0.06878 1.49908 -3.91096 0.339 0.695 0.094
H 1.54707 0.54767 -4.29998 -0.255 0.219 -0.012
H 0.16346 0.79619 2.55836 0.038 0.368 -0.007
H -0.22100 -2.49514 -4.73629 0.505 -0.576 -0.037
H 3.22528 -1.29268 -0.09144 -0.370 0.175 -0.063
H 2.59707 0.42892 1.88943 -0.387 -0.112 -0.166
H -2.13930 -0.59622 -5.68932 -0.554 0.039 -0.626
H -1.62402 1.98601 1.75103 0.235 -0.262 -0.153
H 1.54418 2.32519 -1.90384 -0.160 -0.323 0.168

Entry 2:
56
Properties=species:S:1:pos:R:3:forces:R:3 method="wB97M-V/def2-TZVPD" lumo_energy_ev=-13.16 charge=+4 homo_energy_ev=-19.07 orbital_gap_ev=5.91
Hf 0.23284 -0.49802 -0.09896 -1.926 -0.593 0.015
Br 0.38751 6.63208 -0.45041 0.186 -0.877 0.069
O 1.44372 0.73261 0.55902 1.581 0.466 0.811
N -0.10718 -1.43387 5.28197 -0.055 -0.247 0.412
N 0.46827 0.28660 -1.98628 0.036 0.262 -0.408
N -1.27804 0.68739 1.32623 -0.376 0.321 -0.095
N 1.42204 -2.00085 -1.05128 0.358 -0.404 -0.004
N -0.96591 -2.24537 0.82709 -0.330 -0.865 0.044
C 0.37233 -1.71484 2.81461 -0.312 -0.336 0.203
C 1.59767 3.00480 1.19886 -0.126 -0.834 -0.149
C 0.36450 -0.76444 4.02083 0.441 0.557 -0.818
C 2.03435 -3.06855 -0.52330 0.310 -0.476 -0.050
C 1.20632 2.02791 0.27238 0.171 2.231 -0.113
C 1.49470 -1.81122 -2.40984 0.085 0.253 -1.098
C 0.41925 3.84797 -1.16603 0.099 0.469 0.269
C 0.49016 1.58917 -2.10069 0.220 0.648 -0.075
C 2.77951 -3.85831 -2.65567 -0.113 0.323 0.113
C 1.37089 4.34892 0.98911 -0.368 0.224 -0.477
C 2.70389 -4.01856 -1.28540 -0.126 0.081 0.179
C 0.93006 -0.62363 -2.96837 0.631 -0.989 -1.139
C 1.68975 -1.32748 -5.16242 0.170 -0.292 0.010
C 1.02659 -0.40697 -4.33605 -0.232 -0.034 0.726
C 2.18094 -2.73377 -3.25590 -0.324 0.339 0.276
C -2.12149 -1.15221 2.73550 0.137 0.176 -0.231
C 0.74329 4.78402 -0.19087 -0.172 0.353 -0.240
C -1.02984 -2.14785 2.31813 -0.142 0.116 0.495
C -1.63295 0.29620 2.73602 -0.330 -0.341 0.444
C 2.26405 -2.46161 -4.64232 -0.148 0.246 0.011
C 0.61931 2.46475 -0.97229 0.234 -0.310 0.493
C -0.45170 0.49896 3.71048 -0.164 -0.028 -0.014
H -2.98523 -1.25674 2.07375 -0.087 -0.042 0.089
H 2.79836 -3.15192 -5.27857 0.025 -0.054 -0.081
H -1.12606 -1.58784 5.29599 0.295 -0.069 0.118
H 1.76909 -1.11858 -6.22056 -0.049 -0.013 -0.013
H -0.47484 -3.11879 0.59311 -0.204 0.143 -0.036
H 3.32388 -4.56795 -3.26443 -0.016 -0.089 -0.049
H 0.36335 -2.33916 5.44578 -0.173 0.187 -0.002
H 0.22178 1.25885 3.30886 0.067 -0.022 0.097
H -0.88419 1.63785 1.39003 -0.130 -0.180 -0.181
H -1.28467 -3.13524 2.72706 0.076 0.209 -0.173
H 2.12677 2.68089 2.08333 0.057 -0.038 0.100
H -0.83455 0.91124 4.64443 -0.051 0.152 -0.003
H -2.18549 0.82939 0.85796 0.245 0.033 0.054
H 0.54285 2.04958 -3.08906 -0.112 -0.091 0.041
H 3.15793 -4.87170 -0.80685 0.084 -0.018 0.109
H 0.88721 -1.15638 1.99543 0.223 -0.307 0.970
H -1.92263 -2.40718 0.48254 0.246 0.002 -0.011
H 0.59266 0.46943 -4.79710 -0.009 0.123 0.022
H -2.45760 0.94291 3.06674 0.240 -0.125 -0.160
H 1.67463 5.07893 1.72592 0.091 0.018 0.056
H -2.50263 -1.40395 3.72592 -0.079 -0.019 0.004
H 2.01059 -3.15658 0.56206 -0.012 -0.086 -0.131
H 0.11834 -0.85037 6.10568 -0.102 -0.105 -0.181
H 0.01450 4.19345 -2.10571 -0.087 0.020 -0.119
H 0.97126 -2.59784 3.04959 0.201 0.077 -0.284
H 1.39916 -0.46823 4.21971 -0.151 -0.144 0.104

Entry 3:
58
Properties=species:S:1:pos:R:3:forces:R:3 method="wB97M-V/def2-TZVPD" lumo_energy_ev=2.77 charge=-1 homo_energy_ev=-3.62 orbital_gap_ev=6.38
Br -3.61964 4.83559 -1.03837 -0.056 0.016 -0.431
O -0.54499 4.14141 0.70142 -1.577 -1.378 -0.431
O 0.00483 1.99173 2.27506 -0.431 0.289 0.022
O -2.43044 3.20970 1.35056 1.801 0.240 -1.597
O 1.34490 -0.42293 -1.91771 -0.253 -0.001 -1.178
O 0.17731 -0.28569 -3.83198 -0.180 0.399 1.220
O 2.16517 0.91238 0.51944 -0.055 -0.490 0.606
O 2.57252 -0.96366 1.67794 1.527 -0.104 -0.006
N -0.58369 0.78899 -1.92229 -0.587 -0.161 0.347
N -1.42340 3.27553 0.60776 -0.364 1.468 1.979
C -0.44574 0.86006 2.13790 0.701 -1.778 -0.166
C -3.27466 3.47006 -3.55376 0.183 -0.108 0.395
C 3.46269 -1.46646 -1.97831 0.666 -0.271 0.317
C -2.10005 2.47972 -1.69626 0.104 0.285 0.435
C -1.68304 -2.72158 1.13881 0.095 -0.278 0.140
C -2.71175 -1.89192 1.93226 0.060 -0.429 -0.676
C -1.91824 1.47101 -3.92024 -0.820 0.225 -0.488
C 2.27265 -1.12630 -2.80657 -0.166 0.125 0.378
C -2.95153 3.48462 -2.19027 0.098 -0.776 -0.697
C -1.34183 2.32190 -0.47270 0.413 -1.345 -0.597
C 3.96030 -0.58433 1.56915 -0.638 -0.200 -0.250
C 0.30480 -0.00362 -2.64608 0.083 -0.345 -0.232
C -1.89016 0.49586 2.58299 0.367 1.040 0.211
C 4.77846 -1.56254 2.36209 0.269 -0.173 0.187
C 1.72704 -0.02027 1.20498 -2.131 0.915 -0.051
C -0.29794 -2.81127 1.78091 -0.037 -0.130 0.139
C -2.76081 2.47519 -4.41464 0.034 -0.068 0.600
C 0.31382 -0.26706 1.59798 1.602 0.375 0.487
C -1.61984 1.48605 -2.56748 0.594 0.543 -0.301
C -0.45169 1.26744 -0.58945 -0.378 2.443 -1.851
C 0.16342 -1.51955 2.42052 -0.100 0.037 0.574
C -2.68516 -0.39350 1.63574 -0.354 0.125 0.256
H 4.21007 -1.97218 -2.59751 -0.067 0.003 0.002
H -3.91409 4.25991 -3.93785 0.075 -0.159 -0.001
H -1.48211 0.69447 -4.53550 -0.237 0.357 -0.076
H 4.53784 -1.53566 3.42805 -0.104 0.011 -0.107
H -3.69748 -2.26378 1.63086 -0.001 -0.007 0.124
H -0.31753 -3.54622 2.60250 -0.071 -0.108 -0.259
H -2.06705 -3.74654 1.03584 0.011 0.131 -0.146
H 4.66429 -2.59133 2.00682 -0.044 0.138 -0.003
H 0.48889 1.16305 -0.08837 0.182 -0.234 0.195
H 3.19947 -2.13957 -1.15678 0.009 0.161 -0.021
H 1.75132 -2.00641 -3.19939 0.212 0.170 0.024
H 1.13484 -1.71827 2.89360 -0.464 -0.058 0.170
H -2.61350 -2.08968 3.00484 -0.021 0.041 -0.010
H -1.85639 0.08807 3.60933 -0.096 0.131 -0.328
H -3.72248 -0.03175 1.67606 0.136 -0.051 -0.064
H -1.58227 -2.30834 0.12769 -0.125 0.020 0.114
H -2.40283 1.46039 2.63309 0.151 -0.165 0.252
H 2.54363 -0.47031 -3.64414 -0.204 -0.158 0.237
H 4.22416 -0.61720 0.50676 0.175 0.226 0.278
H -0.53758 -1.27184 3.22605 0.210 -0.435 0.040
H 4.08147 0.43723 1.94944 -0.003 -0.184 -0.218
H 5.82586 -1.27580 2.25881 0.120 -0.107 0.022
H 3.92907 -0.56436 -1.56755 -0.203 -0.146 -0.058
H -3.02112 2.49857 -5.47624 0.104 -0.002 0.394
H -2.33710 -0.22012 0.61286 -0.078 -0.086 0.056
H 0.44731 -3.15894 1.05136 -0.142 0.018 0.045

What ΔE to the lowest compared entry with this formula, charge and spin values result from the calculations? In sequence: 0.0; 32.1; 0.0 kcal per mole.
What energy values result from the calculations? In sequence: -1192.63270; -3823.62895; -4064.07132 a.u..